[1]
Molecular formula: C33H21Cl2CoF3GeN2O4S
Method: DFT, wB97M-V/def2-TZVPD

Positions of all 68 atoms, in Å:
Co 11.87951 -4.86905 17.10218
F 16.20525 -2.68488 18.98440
C 16.39916 -3.96547 19.26687
F 16.01334 -4.07581 20.57825
F 17.68088 -4.19964 19.34270
C 15.71975 -4.86828 18.35707
C 16.42733 -5.92479 17.82980
C 15.74367 -6.83085 16.98241
C 14.44073 -6.66275 16.68593
N 13.80912 -5.65939 17.22065
C 14.35406 -4.74634 18.05818
S 13.22260 -3.57195 18.60251
H 17.51147 -6.14479 17.88173
H 16.31735 -7.60790 16.54788
H 13.84359 -7.22005 15.93168
Cl 5.16541 -7.65743 18.17637
C 6.64949 -6.69909 18.04009
C 6.56454 -5.35830 18.16388
C 7.66141 -4.57614 17.89522
Cl 7.60800 -2.79008 17.79499
C 8.96496 -5.12197 17.64059
O 9.96714 -4.38516 17.37352
C 9.00506 -6.57194 17.52808
C 10.24045 -7.23765 17.36353
O 11.38320 -6.72311 17.50615
C 7.86775 -7.29688 17.77242
H 5.53189 -4.84990 18.16709
H 10.27521 -8.29153 17.05418
H 7.88208 -8.39527 17.72806
O 13.60326 -2.84482 15.21461
C 13.11463 -3.86791 14.60560
N 12.16326 -4.59075 15.12410
C 11.98813 -5.70436 14.18621
O 11.25549 -6.65191 14.35142
C 12.92639 -5.50846 13.05007
C 13.16782 -6.29300 11.92313
C 14.14455 -5.81841 11.03505
C 14.76778 -4.57841 11.21874
C 14.53248 -3.77932 12.39427
C 13.58303 -4.25908 13.27760
H 12.62968 -7.20811 11.76719
H 14.28431 -6.50314 10.21117
H 15.46246 -4.14773 10.50206
H 15.02243 -2.82036 12.50185
Ge 12.53428 -1.45168 15.96884
C 13.49800 -0.14503 17.08041
C 12.79277 0.22707 18.19595
C 13.46184 0.95360 19.16051
C 14.78052 1.36708 18.98529
C 15.51128 0.97226 17.87635
C 14.83171 0.26466 16.88228
C 11.99616 -0.74359 14.22067
C 10.76124 -1.06085 13.58751
C 10.47189 -0.60090 12.33017
C 11.41969 0.12523 11.62959
C 12.68262 0.31993 12.18792
C 12.95270 -0.04591 13.49743
H 11.31856 -2.07221 16.62410
H 11.76836 -0.14683 18.33177
H 12.96971 1.19655 20.14717
H 15.29217 1.87619 19.72587
H 16.54716 1.23936 17.80600
H 15.25743 -0.11841 15.95007
H 10.02929 -1.69964 14.08539
H 9.52288 -0.91677 11.84971
H 11.31750 0.41943 10.60038
H 13.35789 0.83459 11.55422
H 13.98320 0.09365 13.89659

Cartesian forces (eV/Å) of the 3 atoms listed first:
-0.882 0.622 0.855
0.102 0.842 -0.646
-0.632 1.017 2.378

Computed properties:
ΔE to the lowest compared entry with this formula, charge and spin, eV: 0.038
Energy, Eh: -6758.525282
<S²>: 3.76
HOMO-LUMO gap (alpha / beta), eV: 6.63 / 6.65
Multiplicity: 4

Atom charges from the Mulliken analysis, given in e for atoms 1 to 4: number 1, Co, carries 0.317; number 2, F, carries -0.162; number 3, C, carries 0.505; number 4, F, carries -0.287

---

[2]
Molecular formula: C2H5B
Method: DFT, wB97M-V/def2-TZVPD

Positions of all 8 atoms, in Å:
B -0.31715 0.03402 0.09356
C -0.97383 1.37046 0.32572
C 0.78238 -1.13515 -0.31277
H 0.77170 -1.84154 0.52358
H 1.68058 -0.53925 -0.41928
H -0.38085 2.23904 0.42301
H -1.99899 1.50319 0.55352
H 0.43615 -1.63077 -1.18733

Cartesian forces (eV/Å) of the 3 atoms listed first:
0.113 3.201 -0.106
1.779 -5.169 -0.696
-3.003 1.738 1.957

Computed properties:
SMILES string: C=BC
ΔE to the lowest compared entry with this formula, charge and spin, eV: 0.705
Energy, Eh: -103.966452
HOMO-LUMO gap, eV: 8.47
Multiplicity: 1

Atom charges from the Mulliken analysis, given in e for atoms 1 to 4: number 1, B, carries 0.176; number 2, C, carries -0.659; number 3, C, carries -0.706; number 4, H, carries 0.243

---

[3]
Molecular formula: C41H38Cl6N4O3S4Ti
Method: DFT, wB97M-V/def2-TZVPD

Positions of all 97 atoms, in Å:
Ti 0.20290 1.22635 -0.19496
C 2.52559 2.90491 -13.67878
O 3.30420 3.44671 -12.61623
C 2.94792 3.16185 -11.35552
C 1.85736 2.36737 -11.00084
C 1.58214 2.14238 -9.66373
C 2.37506 2.69728 -8.66421
C 3.46989 3.48692 -9.03326
C 3.75533 3.71881 -10.35710
C 2.04292 2.44033 -7.27038
N 1.15770 1.56133 -6.83906
C 1.17082 1.67389 -5.48425
C 2.07576 2.63076 -5.06645
N 2.62964 3.11153 -6.22625
C 2.30213 2.93917 -3.69774
C 3.22121 3.87401 -3.19028
C 3.33788 4.04578 -1.83352
C 2.52694 3.29533 -0.97956
N 1.64223 2.42077 -1.42949
C 1.52774 2.22568 -2.76359
C 0.58010 1.22829 -3.18625
N -0.10708 0.58000 -2.20839
C -0.96854 -0.37186 -2.54197
C -1.20997 -0.71459 -3.87648
C -0.53596 -0.06204 -4.87657
C 0.39517 0.93469 -4.53674
H 2.98839 3.25781 -14.59419
H 1.49581 3.26299 -13.62915
H 2.54363 1.81382 -13.65774
H 1.22214 1.92757 -11.75465
H 0.73561 1.53056 -9.38347
H 4.12922 3.91777 -8.28828
H 4.60090 4.32311 -10.65465
H 3.29105 3.86203 -6.32314
H 3.83896 4.45468 -3.86332
H 4.03943 4.75423 -1.41735
H 2.59654 3.41048 0.09498
H -1.48000 -0.87627 -1.73202
H -1.93221 -1.48753 -4.09761
H -0.69841 -0.29315 -5.92140
Cl -5.81896 -0.28435 4.04383
C -4.47401 -0.05068 3.01836
C -3.18886 0.00997 3.55776
Cl -2.94834 -0.13428 5.24475
C -2.09814 0.18820 2.71222
Cl -0.49999 0.29051 3.36024
C -2.27430 0.29383 1.33574
O -1.19927 0.41427 0.53054
C -3.56153 0.26635 0.80435
Cl -3.77370 0.44739 -0.88928
C -4.65898 0.08673 1.64031
Cl -6.23086 0.02410 0.97589
C 0.98207 -4.55807 -2.07681
C 1.51806 -3.90958 -0.80530
S 0.59835 -2.43731 -0.26654
C -0.26094 -2.96629 1.23684
C -1.52237 -3.79603 1.04208
S -2.75752 -2.95731 0.01207
C -2.98101 -4.08814 -1.38416
C -1.82539 -4.18992 -2.37524
S -0.58570 -5.44092 -1.90178
H 1.70008 -5.31001 -2.40913
H 0.89733 -3.82837 -2.88371
H 2.55042 -3.59206 -0.96860
H 1.51627 -4.62520 0.01825
H -0.50336 -2.03009 1.74423
H 0.44828 -3.49714 1.87717
H -1.96597 -3.98344 2.02145
H -1.28983 -4.75614 0.58825
H -3.85832 -3.68269 -1.89254
H -3.26792 -5.07157 -1.00991
H -1.31727 -3.23146 -2.46638
H -2.21696 -4.47386 -3.35326
C 7.33364 -2.52390 -0.95833
C 6.08029 -1.99517 -0.32614
C 5.26634 -2.81526 0.44975
C 4.11467 -2.32062 1.04385
C 3.79515 -0.98254 0.87086
C 4.58664 -0.13671 0.10076
C 5.71670 -0.65431 -0.49895
S 2.37289 -0.40333 1.71835
C 3.11010 0.70399 2.90752
O 1.73368 0.63502 0.73916
H 7.37802 -3.60974 -0.91081
H 8.21062 -2.12866 -0.44253
H 7.40464 -2.21842 -2.00206
H 5.53080 -3.85611 0.58577
H 3.47422 -2.96807 1.63088
H 4.31336 0.90243 -0.03792
H 6.34039 -0.01173 -1.10800
H 3.76229 1.40945 2.39635
H 3.68074 0.08873 3.60306
H 2.30318 1.21290 3.43188
Cl -1.28527 3.19976 -0.80132
C -0.31212 3.02849 0.68150
H -0.96706 2.96668 1.54561
H 0.40112 3.84234 0.74776

Cartesian forces (eV/Å) of the 3 atoms listed first:
-0.131 0.014 -0.121
0.003 0.003 0.004
-0.004 -0.006 -0.001

Computed properties:
ΔE to the lowest compared entry with this formula, charge and spin, eV: 0.000
Energy, Eh: -7232.973708
Total charge: +2
HOMO-LUMO gap, eV: 5.66
Multiplicity: 1

Atom charges from the Mulliken analysis, given in e for atoms 1 to 4: number 1, Ti, carries 0.160; number 2, C, carries -0.852; number 3, O, carries -0.451; number 4, C, carries 0.906

---

[4]
Molecular formula: C4H8O2
Method: DFT, wB97M-V/def2-TZVPD

Positions of all 14 atoms, in Å:
O 0.57702 -0.43085 -2.40463
C -0.00108 0.22349 -1.57170
C -1.06218 -0.31538 -0.64672
C -0.91017 0.09874 0.81593
O 0.18861 -0.50159 1.44902
C 1.42666 -0.08796 0.92094
H 1.58996 -0.43566 -0.11410
H 0.19387 1.31519 -1.46230
H -1.09388 -1.40228 -0.75210
H -2.01012 0.09941 -1.01411
H -1.79489 -0.21702 1.37682
H -0.84392 1.19869 0.88952
H 1.54260 1.00906 0.98414
H 2.19752 -0.55385 1.52930

Cartesian forces (eV/Å) of the 3 atoms listed first:
-0.234 0.292 0.206
-0.084 -0.046 -0.304
-0.009 -0.123 -0.106

Computed properties:
SMILES string: COCCC=O
ΔE to the lowest compared entry with this formula, charge and spin, eV: 1.709
Energy, Eh: -307.649627
HOMO-LUMO gap, eV: 10.85
Multiplicity: 1

Atom charges from the Mulliken analysis, given in e for atoms 1 to 4: number 1, O, carries -0.481; number 2, C, carries -0.132; number 3, C, carries -0.373; number 4, C, carries -0.454